Entry 1:
DFT (ωB97M-V/def2-TZVPD) results for a structure of composition C33H37N6O6PS3Ti.

Output
- Frontier orbital gap: 6.533 eV
- Energy relative to the best compared isomer or geometry (same formula, charge and spin): 11.02 kcal/mol
- LUMO energy: -0.790 eV
- Electronic energy: -4445.2956 Eh
- F_max: 0.2 eV Å⁻¹

```
87
Properties=species:S:1:pos:R:3:forces:R:3:lowdin_charge:R:1
Ti -0.22972 -0.33125 0.26244 0.1 0.0 0.1 0.83
O 0.78211 3.37386 -1.90046 0.0 0.0 0.0 0.04
C -0.37797 4.03054 -1.73149 0.0 0.0 0.0 -0.26
C -0.45058 5.30429 -2.30414 0.0 0.0 0.0 -0.01
C -1.59777 6.05922 -2.19875 0.0 0.0 0.0 -0.08
C -2.71118 5.56635 -1.51823 0.0 0.0 0.0 -0.09
C -2.64736 4.31340 -0.95066 0.0 0.0 0.0 -0.03
C -1.49232 3.52698 -1.04037 0.0 0.0 0.0 -0.08
C -1.48707 2.19492 -0.41661 0.0 0.0 0.1 -0.40
O -0.35889 1.52534 -0.39912 0.0 0.0 -0.1 -0.29
N -2.56207 1.70049 0.09900 0.0 0.0 0.0 0.10
N -2.27841 0.42487 0.57700 0.0 0.0 0.0 -0.04
C -3.31204 -0.16570 1.06733 0.0 0.0 0.0 -0.04
C -3.32669 -1.48662 1.62391 0.0 0.0 0.0 -0.14
C -4.53535 -2.06851 2.02423 0.0 0.0 0.0 -0.03
C -4.55732 -3.31664 2.60415 0.0 0.0 0.0 -0.09
C -3.34975 -3.98950 2.81023 0.0 0.0 0.0 -0.07
C -2.14734 -3.43142 2.43017 0.0 0.0 0.0 -0.02
C -2.11922 -2.17382 1.81274 -0.1 0.1 0.0 -0.31
O -0.97713 -1.62698 1.46433 0.0 -0.1 -0.1 -0.28
H 0.72746 2.48549 -1.49916 0.0 0.0 0.0 0.03
H 0.42046 5.66705 -2.83362 0.0 0.0 0.0 0.12
H -1.63025 7.04267 -2.65079 0.0 0.0 0.0 0.10
H -3.61154 6.15938 -1.43428 0.0 0.0 0.0 0.10
H -3.49302 3.90392 -0.41536 0.0 0.0 0.0 0.11
H -4.24326 0.39731 1.05075 0.0 0.0 0.0 0.14
H -5.45624 -1.51799 1.86949 0.0 0.0 0.0 0.11
H -5.49237 -3.76728 2.90568 0.0 0.0 0.0 0.10
H -3.35601 -4.96580 3.27901 0.0 0.0 0.0 0.11
H -1.21075 -3.94988 2.59233 0.0 0.0 0.0 0.11
O -0.72242 -0.88351 -1.48959 0.0 0.0 0.0 -0.28
N -1.31295 -0.14492 -2.45414 0.0 0.0 0.0 -0.15
C -2.67028 -0.12114 -2.44248 0.0 0.0 0.0 -0.06
C -3.35768 0.61600 -3.35009 0.0 0.0 0.0 -0.05
C -2.61640 1.35137 -4.29905 0.0 0.0 0.0 -0.06
C -1.25912 1.25732 -4.33064 0.0 0.0 0.0 -0.09
C -0.52520 0.43658 -3.42116 0.0 0.0 0.0 -0.73
S 1.12255 0.18290 -3.50750 0.0 0.0 0.0 0.65
H -3.11567 -0.72738 -1.66804 0.0 0.0 0.0 0.13
H -4.43610 0.63554 -3.32038 0.0 0.0 0.0 0.11
H -3.12906 1.98098 -5.01461 0.0 0.0 0.0 0.11
H -0.67000 1.78904 -5.06298 0.0 0.0 0.0 0.10
C 1.36951 3.73287 1.61209 0.0 0.0 0.0 -0.05
C 2.86177 3.48042 1.62854 0.0 0.0 0.0 -0.41
C 3.53988 3.79045 0.30993 0.0 0.0 0.0 -0.05
O 3.19254 2.11796 2.04425 0.0 0.0 0.0 -0.30
P 2.53389 0.74405 1.60319 0.0 0.0 0.0 -0.03
S 2.27038 0.47267 -0.33226 0.0 0.0 0.0 0.48
S 0.76262 0.40107 2.48858 0.0 0.0 0.1 0.44
O 3.62286 -0.28400 2.12650 0.0 0.0 0.0 -0.30
C 4.39414 -0.25521 3.35933 0.0 0.0 0.0 -0.43
C 3.58027 0.18616 4.56026 0.0 0.0 0.0 -0.07
C 5.65348 0.56417 3.15664 0.0 0.0 0.0 -0.04
H 1.19364 4.78010 1.36075 0.0 0.0 0.0 0.10
H 0.92028 3.52345 2.58226 0.0 0.0 0.0 0.08
H 0.88004 3.11647 0.85916 0.0 0.0 0.0 0.05
H 3.32033 4.07473 2.42075 0.0 0.0 0.0 0.14
H 3.07561 3.24604 -0.51051 0.0 0.0 0.0 0.05
H 4.59881 3.53520 0.35589 0.0 0.0 0.0 0.09
H 3.44853 4.85852 0.10554 0.0 0.0 0.0 0.09
H 4.66984 -1.30382 3.48482 0.0 0.0 0.0 0.14
H 3.28562 1.23223 4.47453 0.0 0.0 0.0 0.08
H 4.19247 0.07571 5.45659 0.0 0.0 0.0 0.09
H 2.68275 -0.41977 4.67566 0.0 0.0 0.0 0.06
H 5.41562 1.62224 3.06110 0.0 0.0 0.0 0.07
H 6.17693 0.23846 2.25827 0.0 0.0 0.0 0.09
H 6.31579 0.42872 4.01332 0.0 0.0 0.0 0.08
N 1.41696 -2.86962 1.01560 0.0 0.0 0.0 0.02
C 2.27699 -3.83190 0.64961 0.0 0.0 0.0 -0.07
C 2.39272 -3.76627 -0.72170 0.0 0.0 0.0 -0.04
C 1.56460 -2.70345 -1.10606 0.0 0.0 0.0 -0.15
N 0.98157 -2.17599 -0.04074 0.0 0.0 0.0 -0.11
H 1.08654 -2.59783 1.92895 0.0 0.0 0.0 0.13
H 2.72903 -4.48369 1.37742 0.0 0.0 0.0 0.12
H 2.99172 -4.39432 -1.35648 0.0 0.0 0.0 0.10
H 1.37774 -2.26875 -2.07624 0.0 0.0 0.0 0.07
C -0.23216 -5.48221 -2.66771 0.0 0.0 0.0 -0.08
C -0.72429 -4.38287 -3.35099 0.0 0.0 0.0 -0.06
C -1.61954 -3.54662 -2.69977 0.0 0.0 0.0 -0.15
N -2.03806 -3.73905 -1.45108 0.0 0.0 0.0 0.08
C -1.55645 -4.80038 -0.80773 0.0 0.0 0.0 -0.15
C -0.65622 -5.69547 -1.36654 0.0 0.0 0.0 -0.07
H 0.47132 -6.15709 -3.13888 0.0 0.0 0.0 0.11
H -0.41945 -4.16419 -4.36544 0.0 0.0 0.0 0.11
H -2.01579 -2.67806 -3.21431 0.0 0.0 0.0 0.10
H -1.91190 -4.94078 0.20701 0.0 0.0 0.0 0.09
H -0.29903 -6.53782 -0.78913 0.0 0.0 0.0 0.10
```
Positions in Å, forces in eV/Å.

---

Entry 2:
DFT (ωB97M-V/def2-TZVPD) results for a cluster of 2 separate species, C2H5O4 in total.

Output
- Frontier orbital gap (spin up / spin down): 7.688 / 6.937 eV
- Energy relative to the best compared isomer or geometry (same formula, charge and spin): 55.01 kcal/mol
- LUMO energy (spin up / spin down): 0.646 / -3.325 eV
- Electronic energy: -379.8533 Eh
- F_max: 5.8 eV Å⁻¹
- 2S+1: 4

```
11
Properties=species:S:1:pos:R:3:forces:R:3:lowdin_charge:R:1
O 1.57865 2.93418 0.53346 0.8 -0.5 0.0 -0.04
O 2.86333 2.58452 0.49204 -0.8 0.2 0.0 -0.06
H 1.09125 2.07896 0.61868 0.0 0.4 0.0 0.05
O -0.03907 0.65583 0.67092 -0.6 3.1 2.2 0.12
C 0.23174 -0.35640 0.04095 2.3 -4.3 -3.2 -0.29
C -0.80055 -1.42735 -0.24318 -0.9 0.8 0.4 -0.21
O -1.97604 -0.64165 -0.50062 -0.5 -0.8 -0.3 -0.07
H 1.23734 -0.56179 -0.43464 -0.8 0.7 0.6 0.16
H -0.54175 -2.07433 -1.10447 0.2 0.3 0.6 0.13
H -0.92634 -1.98471 0.70748 -0.1 -0.2 -0.5 0.12
H -2.71856 -1.20727 -0.78061 0.5 0.2 0.2 0.10
```
Positions in Å, forces in eV/Å.

---

Entry 3:
DFT (ωB97M-V/def2-TZVPD) results for a structure of composition C3H11NS.

Output
- Total charge: -1
- Frontier orbital gap (spin up / spin down): 3.733 / 7.600 eV
- Energy relative to the best compared isomer or geometry (same formula, charge and spin): 0.00 kcal/mol
- LUMO energy (spin up / spin down): 3.997 / 3.942 eV
- Electronic energy: -573.7887 Eh
- F_max: 0.5 eV Å⁻¹
- 2S+1: 2

```
16
Properties=species:S:1:pos:R:3:forces:R:3:lowdin_charge:R:1
N -1.75269 0.30011 1.86486 0.3 -0.1 -0.4 -0.08
H -2.57880 -0.23510 2.16730 -0.1 0.0 0.1 -0.03
H -1.03414 0.21524 2.60191 -0.1 0.1 0.1 -0.03
H -1.34076 -0.19293 0.85292 -0.2 0.1 0.3 -0.13
H -2.01961 1.29706 1.77026 0.0 -0.1 0.0 -0.04
C 1.94857 0.42836 0.76307 0.2 -0.2 0.1 -0.18
C 1.70438 0.43258 -0.73913 -0.1 0.1 0.1 -0.38
C 0.22880 0.46552 -1.14188 0.2 0.1 -0.2 -0.73
S -0.74284 -0.98436 -0.63830 0.1 0.0 0.0 0.22
H 1.64953 1.36871 1.22823 -0.1 0.0 0.0 0.04
H 3.01097 0.27220 0.97998 0.0 0.1 0.0 0.05
H 1.40345 -0.38524 1.24498 -0.1 0.0 -0.1 0.03
H 2.19984 1.31228 -1.17040 0.0 0.0 -0.1 0.09
H 2.16628 -0.45224 -1.18399 0.0 0.0 0.0 0.09
H 0.19319 0.55082 -2.23237 -0.1 0.0 0.0 0.03
H -0.21966 1.39033 -0.75890 -0.1 0.0 0.1 0.03
```
Positions in Å, forces in eV/Å.

---

Entry 4:
DFT (ωB97M-V/def2-TZVPD) results for a structure of composition C15H16Br30ClI2O3P.

Output
- Frontier orbital gap: 8.230 eV
- LUMO energy: -0.585 eV
- Electronic energy: -79424.1088 Eh
- F_max: 1.6 eV Å⁻¹

```
68
Properties=species:S:1:pos:R:3:forces:R:3:lowdin_charge:R:1
C -3.31337 4.77667 3.19308 0.2 -0.5 -0.5 -0.15
C -3.48126 5.13463 1.72557 -0.1 0.0 0.3 -0.85
I -4.18046 7.06352 1.40387 -0.1 0.1 0.0 0.88
C -3.21601 4.28280 0.73927 0.1 0.0 0.1 -0.85
I -3.46115 4.73121 -1.27303 0.1 0.0 -0.2 0.91
C -2.71567 2.88911 1.00386 -0.2 0.2 -0.5 -0.53
O -1.66713 2.54037 0.07113 0.0 0.1 0.1 -0.18
C -0.42462 2.56598 0.64065 0.2 -0.1 0.8 -0.50
O 0.05306 1.61350 1.17450 -0.1 -0.2 -0.4 -0.05
P -4.03853 1.49936 1.02928 0.6 0.3 1.0 0.50
O -3.48465 0.54659 -0.14357 -0.3 0.3 -0.4 -0.37
Cl -5.75323 2.40531 0.28680 0.4 0.6 -0.3 0.18
H -3.70730 5.54848 3.84599 0.1 -0.1 0.0 0.05
H -3.81722 3.82593 3.39350 -0.1 0.2 0.2 0.08
H -2.25087 4.60361 3.39839 -0.1 0.2 0.2 0.09
H -2.31605 2.79932 2.01956 0.0 0.1 -0.1 0.07
H 0.12103 3.51948 0.61950 -0.4 0.2 -0.2 0.09
H -3.21235 1.02669 -0.94116 0.1 -0.1 0.0 0.07
C 2.70612 3.65925 -2.09507 0.1 -0.1 0.3 -1.59
Br 1.07677 2.66990 -1.89906 0.1 -0.1 -0.6 0.71
Br 3.14595 3.97988 -3.93619 0.0 0.0 -0.1 0.65
Br 2.64110 5.29045 -1.07963 0.0 0.2 -0.1 0.60
H 3.49960 3.05618 -1.67409 0.0 0.0 0.0 -0.03
C 2.38692 0.30280 -5.20702 0.0 0.1 0.0 -1.66
Br 3.30100 -0.60872 -3.78609 0.1 0.1 0.1 0.54
Br 3.19800 -0.03781 -6.91385 0.0 0.0 0.0 0.58
Br 0.51109 -0.10960 -5.21568 -0.1 0.0 0.0 0.57
H 2.47963 1.36215 -5.01365 0.0 0.0 0.0 -0.10
C 3.89585 -4.90807 -4.67598 0.0 0.0 0.1 -1.65
Br 2.71904 -3.82952 -5.73582 -0.1 0.0 -0.1 0.56
Br 4.15970 -6.64601 -5.45664 0.0 0.0 -0.1 0.59
Br 5.56772 -4.02172 -4.34777 0.0 0.0 0.0 0.57
H 3.42013 -5.05927 -3.71760 0.0 0.0 0.0 -0.03
C 2.70825 7.56335 -5.34865 0.0 0.0 0.1 -1.68
Br 2.70230 9.28604 -4.50052 0.0 0.0 0.0 0.57
Br 0.99890 7.14367 -6.11668 0.0 0.0 0.0 0.57
Br 4.12178 7.40853 -6.63965 0.0 0.0 0.0 0.57
H 2.89938 6.82901 -4.57868 0.0 0.0 0.0 -0.10
C -7.25171 -1.39690 2.25803 0.1 0.1 0.1 -1.60
Br -8.67542 -2.32316 1.35903 0.0 0.0 0.0 0.58
Br -6.32062 -2.51961 3.50883 -0.1 0.0 0.0 0.54
Br -6.01755 -0.59847 1.01354 -0.8 -1.3 0.0 0.61
H -7.70227 -0.59496 2.82513 0.0 0.0 0.0 -0.03
C -3.84102 -5.91756 4.15606 0.0 0.0 0.0 -1.66
Br -4.47469 -4.66174 5.47234 0.0 -0.1 0.1 0.54
Br -3.51206 -7.64352 4.92753 0.0 0.0 0.0 0.57
Br -5.01379 -6.03246 2.64316 0.0 0.0 0.0 0.57
H -2.89376 -5.54388 3.79550 0.0 0.0 0.0 -0.13
C 3.79340 4.12050 2.51073 0.1 0.1 -0.1 -1.63
Br 3.45318 4.12474 4.39796 0.0 0.0 0.0 0.59
Br 5.66104 3.91014 2.11221 0.0 0.0 0.0 0.59
Br 2.71924 2.79077 1.63873 0.0 -0.1 0.1 0.67
H 3.48880 5.08089 2.11774 0.0 0.0 0.0 -0.04
C 0.96951 0.89269 4.87172 0.1 0.0 -0.1 -1.63
Br 0.98049 2.21102 6.26934 -0.1 0.0 0.1 0.55
Br 1.55558 -0.82060 5.51628 0.0 0.0 0.0 0.57
Br -0.75152 0.76812 4.02894 -0.1 -0.1 0.2 0.63
H 1.68046 1.21523 4.12153 0.0 0.0 0.0 -0.07
C 0.49260 -5.57983 3.67087 0.1 0.0 0.0 -1.63
Br -0.14958 -4.33245 4.98169 -0.1 0.0 0.0 0.58
Br 0.82248 -7.30646 4.44123 0.0 0.0 0.0 0.58
Br -0.68733 -5.68776 2.15575 0.0 0.0 -0.1 0.61
H 1.43879 -5.20611 3.30676 0.0 0.0 0.0 -0.03
C 4.70117 -10.54971 -4.47874 0.0 0.1 0.0 -1.67
Br 4.21371 -10.33431 -2.63469 0.0 0.0 0.1 0.57
Br 6.58849 -10.83626 -4.68418 0.0 0.0 0.0 0.57
Br 3.67550 -11.93471 -5.32568 0.0 0.0 0.0 0.58
H 4.46216 -9.62244 -4.97920 0.0 0.0 0.0 -0.09
```
Positions in Å, forces in eV/Å.

---

Entry 5:
DFT (ωB97M-V/def2-TZVPD) results for a structure of composition C32H54HoN2O3P2.

Output
- Total charge: +1
- Frontier orbital gap (spin up / spin down): 7.226 / 7.357 eV
- Energy relative to the best compared isomer or geometry (same formula, charge and spin): 13.29 kcal/mol
- LUMO energy (spin up / spin down): -2.567 / -2.441 eV
- Electronic energy: -3217.5860 Eh
- F_max: 4.6 eV Å⁻¹
- 2S+1: 5

```
94
Properties=species:S:1:pos:R:3:forces:R:3:lowdin_charge:R:1
Ho 0.00224 -0.25094 0.74855 1.0 -1.8 4.1 1.42
C -0.23949 -2.82260 1.84485 0.7 0.7 0.2 -0.32
C 1.07176 -2.70603 1.28174 -0.3 1.0 0.3 -0.34
C 1.02406 -1.50155 3.25361 -0.5 -0.5 -1.0 -0.26
C -0.24408 -2.12369 3.08373 0.8 0.1 -0.8 -0.27
C 1.83620 -1.84672 2.13668 -1.0 -0.2 -0.1 -0.32
C -1.33086 -3.70677 1.37055 -0.5 -0.4 -0.2 -0.05
H -1.31403 -3.81583 0.28025 -0.1 -0.1 0.1 0.05
H -2.30775 -3.29026 1.64825 0.1 -0.2 -0.1 0.08
H -1.26482 -4.71719 1.80614 -0.1 0.2 -0.1 0.10
C -1.29794 -2.23067 4.11427 -0.6 0.3 0.4 -0.03
H -2.29269 -2.31504 3.65507 0.2 0.0 0.2 0.09
H -1.30280 -1.35538 4.77675 0.0 -0.3 -0.2 0.05
H -1.14984 -3.11999 4.75241 0.0 0.2 -0.3 0.11
C 1.47546 -0.77517 4.46299 0.1 0.5 0.4 -0.02
H 1.09946 -1.25420 5.37877 0.1 0.2 -0.2 0.10
H 1.11871 0.26670 4.46831 0.2 -0.2 0.1 0.06
H 2.57040 -0.74195 4.51721 -0.2 0.0 0.1 0.08
C 3.28809 -1.56185 2.03941 0.6 0.2 0.0 -0.06
H 3.82983 -1.99704 2.89516 -0.1 0.1 -0.3 0.10
H 3.48876 -0.48066 2.05384 0.1 -0.3 0.0 0.06
H 3.72390 -1.97616 1.12343 0.0 0.1 0.1 0.07
C 1.63550 -3.57075 0.21530 0.3 -0.3 -0.5 -0.06
H 2.18157 -4.42763 0.64749 -0.2 0.2 -0.2 0.10
H 2.34805 -3.02387 -0.41743 -0.1 -0.2 0.0 0.06
H 0.84900 -3.98232 -0.42832 0.2 0.0 0.1 0.07
C -1.33738 0.43842 -4.84954 -0.8 -1.1 -1.0 -0.13
C -1.44430 -0.90459 -4.81663 -0.7 1.2 -1.6 -0.16
C -0.67595 -1.83319 -5.72040 0.0 -0.4 -0.1 -0.18
C 0.79176 -1.44683 -5.93543 -0.1 -0.3 -0.3 -0.17
C 1.47236 -0.83618 -4.73239 0.9 0.7 -1.0 -0.11
C 1.65299 0.48812 -4.58726 0.6 -0.7 -1.2 -0.15
C 0.93216 1.54449 -5.39287 0.1 0.2 0.0 -0.16
C -0.49933 1.19577 -5.84802 0.0 0.4 -0.2 -0.17
H -1.16353 -1.91396 -6.70838 0.0 0.1 0.4 0.13
H 0.88275 -0.81226 -6.83302 0.1 -0.1 0.6 0.11
H -0.72177 -2.84934 -5.30439 0.0 0.2 0.0 0.11
H -0.46890 0.69209 -6.82581 -0.1 -0.1 0.5 0.11
H -2.03244 1.05197 -4.28185 0.0 -0.2 0.1 0.10
H -2.30192 -1.37052 -4.34570 0.2 0.1 0.3 0.09
H -1.01530 2.14614 -6.05310 0.1 -0.2 0.1 0.12
H 0.89645 2.47445 -4.80342 0.1 -0.2 -0.1 0.11
H 2.49972 0.86775 -4.01916 -0.5 -0.2 0.4 0.09
H 1.51519 1.79559 -6.29610 0.0 -0.1 0.3 0.13
H 1.34088 -2.36340 -6.20409 -0.1 0.3 0.2 0.12
H 2.06170 -1.54292 -4.15730 0.0 0.2 0.1 0.09
P -1.21869 -0.46121 -1.56783 1.0 -0.1 0.9 0.79
P 2.26538 0.50846 -0.71175 -1.3 0.1 0.4 0.81
C -0.18941 0.88537 -2.28922 0.0 0.0 -1.0 -0.40
C 1.07689 1.55138 -1.70163 0.4 0.2 0.2 -0.37
H -0.88508 1.67847 -2.59643 0.2 -0.1 0.2 0.10
H 0.11016 0.36613 -3.20231 0.0 0.5 0.2 0.01
H 1.68606 1.94025 -2.53740 -0.6 0.1 0.2 0.08
H 0.79684 2.42084 -1.06979 0.4 -0.6 -0.2 0.06
C 3.49158 1.66131 -0.08288 0.4 0.3 0.1 -0.23
H 3.92881 1.23818 0.83220 0.0 0.2 -0.3 0.04
H 3.01704 2.62211 0.16212 0.2 -0.3 -0.1 0.04
H 4.27560 1.78984 -0.84111 -0.1 0.2 0.3 0.06
C 3.16491 -0.57487 -1.83234 0.3 -0.2 -0.3 -0.26
H 3.71381 0.02675 -2.56924 0.0 -0.3 0.1 0.06
H 2.48489 -1.26516 -2.34486 0.3 0.3 0.2 0.01
H 3.87440 -1.17722 -1.24478 -0.2 0.2 -0.2 0.06
C -2.94844 -0.28403 -1.93189 -0.8 0.0 -0.4 -0.24
H -3.48709 -1.02279 -1.31809 0.1 0.3 -0.3 0.07
H -3.16092 -0.44631 -2.98995 -0.3 0.1 0.3 0.03
H -3.27016 0.72399 -1.63232 0.1 -0.3 -0.1 0.07
C -0.50153 -2.03773 -2.16189 -0.4 -0.3 -0.6 -0.22
H 0.56482 -2.16002 -1.91329 -0.4 0.2 0.2 0.03
H -0.59456 -2.09473 -3.25264 0.2 -0.2 0.5 0.01
H -1.06569 -2.87122 -1.71365 0.2 0.3 -0.1 0.05
C -2.49509 0.84371 5.26858 -0.5 -0.3 -0.1 -0.09
C -1.36285 1.84270 5.13265 0.4 0.2 0.2 -0.15
C -1.26458 2.57689 3.77044 0.1 -0.5 0.6 -0.28
C -2.55198 3.37891 3.40695 0.5 0.5 -0.1 -0.14
C -3.77841 2.54905 3.08120 -0.4 -0.1 -0.1 -0.08
C -0.11433 3.57644 3.87835 0.6 0.4 0.9 -0.36
O 0.43944 3.91988 4.90599 -0.9 -0.2 -1.3 0.14
N 0.24035 4.11034 2.62760 0.1 -0.7 -0.2 0.20
C 0.47924 3.25153 1.55472 0.1 0.4 -0.1 -0.48
O 1.04287 3.63995 0.53597 -0.4 -0.2 1.1 0.03
N 0.04085 1.94919 1.72660 0.1 0.3 -0.8 0.06
C -0.88757 1.63210 2.63105 -0.7 -1.3 -0.4 -0.38
O -1.41668 0.46788 2.43598 0.5 1.9 0.5 -0.14
H -3.42574 1.34077 5.57984 0.3 -0.3 -0.1 0.08
H -2.24636 0.09077 6.03187 -0.2 0.3 -0.2 0.08
H -2.65319 0.33805 4.30535 -0.1 0.0 0.6 0.06
H -1.45449 2.60766 5.92466 0.2 -0.2 -0.4 0.13
H -0.39798 1.33644 5.30993 -0.4 0.3 0.0 0.11
H -2.75611 4.05512 4.25465 0.1 -0.2 -0.3 0.14
H -2.29895 4.01293 2.54340 -0.1 -0.1 0.3 0.12
H -4.38274 2.37272 3.97714 0.1 -0.1 -0.3 0.08
H -4.40084 3.08459 2.35630 0.1 -0.1 0.2 0.08
H -3.48696 1.58749 2.64543 -0.3 0.2 0.1 0.07
H 0.81862 4.92309 2.63221 0.4 0.6 0.1 0.16
```
Positions in Å, forces in eV/Å.